(1)
Formula: C23H60BN6O19
Source: OMol25
Level of theory: ωB97M-V/def2-TZVPD

XYZ file:
```
109
Properties=species:S:1:pos:R:3:forces:R:3
O 2.935 -0.537 0.581 -2.6479 -0.2420 -2.6844
C 2.001 -0.638 -0.230 0.3521 -0.1248 1.5785
O 0.701 -0.947 0.109 1.9023 0.5887 -1.8739
B -0.133 -0.908 -1.160 -0.7959 -1.2543 0.3542
O 0.795 -0.629 -2.279 0.9445 0.3471 0.7122
C 2.028 -0.428 -1.850 2.0127 1.2389 -1.1344
O 3.016 -0.061 -2.551 -3.4691 -1.4435 2.6676
O -1.280 -0.021 -1.022 0.0049 1.3568 0.7123
C -2.430 -0.650 -1.104 -2.4849 1.1949 -2.5721
O -3.553 -0.138 -1.207 2.5123 -0.9562 0.9269
C -2.081 -2.101 -1.473 -4.3013 -0.3742 2.0585
O -0.871 -2.201 -1.432 8.2139 0.2980 -0.1268
O -2.774 -3.069 -1.519 -2.4393 -0.4991 -0.8640
C 5.485 1.743 -1.069 0.4031 0.1439 -0.9337
O 5.765 2.919 -1.808 -0.1820 1.4685 -0.1722
H 6.462 1.382 -0.745 -0.2725 -0.5682 0.3163
H 4.845 2.012 -0.230 0.0340 -0.0944 0.0123
H 4.975 1.054 -1.742 0.0055 -0.4383 0.5375
H 5.870 2.762 -2.749 -0.0144 -0.4222 0.1798
C 2.899 0.753 -5.922 1.6915 0.3816 1.0660
O 3.854 -0.256 -5.534 -0.5678 0.1649 -0.3957
H 3.137 0.969 -6.963 -0.9275 -0.3626 -0.1239
H 1.884 0.581 -5.564 -0.1846 -0.5247 -0.8077
H 3.173 1.673 -5.405 0.0909 0.4017 0.1184
H 3.832 -0.327 -4.577 -0.1759 -0.0564 0.2389
C -3.907 -5.385 -3.898 -0.7720 -0.9974 -0.2272
O -5.069 -6.221 -4.180 0.0416 0.7872 0.0185
H -3.171 -5.706 -4.635 0.6433 0.2278 0.4933
H -4.095 -4.321 -4.048 -0.4803 -0.2275 -0.0168
H -3.674 -5.552 -2.847 0.6937 0.2635 -0.2004
H -4.827 -7.088 -3.846 -0.1210 -0.0280 -0.0347
C -6.361 -2.285 -0.097 0.8808 0.0499 0.7399
O -5.907 -1.615 1.081 -0.4924 -0.0793 0.0853
H -5.687 -2.064 -0.925 0.1335 -0.4011 -0.0002
H -6.273 -3.324 0.222 -0.2744 -0.1589 -0.7205
H -7.364 -2.031 -0.438 -0.2398 0.0418 0.3631
H -5.683 -0.705 0.873 0.0185 0.3245 -0.2236
C 6.445 -1.989 0.469 2.7952 -3.6881 -1.1904
O 7.350 -2.798 0.377 1.7776 -1.6437 0.3884
N 6.645 -0.830 0.925 0.3424 6.2152 2.3595
N 5.279 -2.293 0.040 -5.2679 -1.4084 -1.9454
H 5.912 -0.141 0.836 0.3106 0.0871 0.4538
H 7.525 -0.596 1.362 -0.3203 -0.0830 -0.3294
H 4.514 -1.651 -0.111 0.1900 0.0610 0.3650
H 5.149 -3.230 -0.312 0.2338 0.3160 0.0184
C 0.987 3.776 -3.200 -3.6862 -1.1750 0.5925
O 0.048 3.024 -3.015 -1.6770 -0.2787 -0.3210
N 2.159 3.398 -2.957 6.6553 -2.5615 0.9979
N 0.926 5.021 -3.559 -1.8588 4.1356 -1.3870
H 2.270 2.394 -2.922 0.5730 0.1355 0.1725
H 2.927 4.018 -3.168 0.2289 -0.7124 0.1609
H -0.017 5.380 -3.592 0.3984 0.4251 -0.1375
H 1.733 5.628 -3.593 -0.5175 -0.0933 0.0144
C -6.652 -0.225 -3.337 -1.3121 1.0979 -2.7466
O -7.220 0.012 -4.388 -2.0438 0.8848 -1.1362
N -6.969 0.319 -2.178 -0.2482 0.3243 1.8844
N -5.616 -0.997 -3.435 3.5835 -2.6168 1.4675
H -6.371 0.159 -1.379 -0.6615 0.3087 0.0015
H -7.800 0.888 -2.111 0.4281 -0.1928 -0.0328
H -5.100 -1.247 -2.604 0.3095 -0.1474 -0.3564
H -5.370 -1.414 -4.322 -0.3000 0.3131 0.3411
C 3.697 1.080 3.628 -1.0096 1.3657 -1.8650
C 3.365 1.657 4.970 -0.4026 -1.2913 -1.6201
C 2.020 1.178 5.507 -0.4035 2.1801 0.2181
O 4.481 1.279 5.687 1.4977 0.0504 2.7739
H 4.180 0.106 3.712 -0.2603 0.0954 -0.2942
H 4.305 1.829 3.121 0.9304 -0.3993 0.0382
H 2.831 1.155 2.971 -0.2819 -0.8898 -0.0738
H 3.413 2.744 4.902 -0.4878 0.0499 0.1539
H 1.207 1.463 4.840 0.2395 -0.5146 -0.7464
H 1.807 1.968 6.228 -0.1692 -0.7336 1.2600
H 1.873 0.152 5.842 0.4321 0.1228 0.0944
H 4.318 0.467 6.173 -0.0751 -0.0454 -0.0107
C -6.574 2.007 2.084 0.1783 0.4610 -1.6351
C -5.451 2.216 1.020 0.7774 -2.9212 2.5739
C -4.059 1.949 1.739 -1.0299 0.0176 -0.3015
O -5.601 1.034 0.141 -0.0660 2.2796 0.5557
H -7.519 2.162 1.563 -0.2572 0.6020 0.3199
H -6.408 2.670 2.932 -0.3388 -0.1085 0.0049
H -6.665 0.956 2.361 0.6680 0.0280 0.2839
H -5.476 3.181 0.515 -0.1949 -0.2311 -0.2727
H -4.155 1.103 2.419 -0.3305 -0.3804 -0.2964
H -3.703 2.710 2.433 0.0939 0.5868 -0.5774
H -3.344 1.651 0.972 0.3150 0.4030 0.1836
H -4.901 1.162 -0.503 0.4207 -0.4935 -0.4112
C 1.241 3.021 0.541 -0.1153 0.2897 -1.4970
C 0.393 3.120 1.798 -0.6067 -1.0448 -1.0914
C -0.312 1.825 2.083 -0.7780 -0.2386 1.2362
O 1.162 3.429 2.902 1.5165 0.4181 1.4275
H 1.771 3.941 0.293 0.2526 0.1497 0.3290
H 0.708 2.819 -0.388 -0.9691 0.2660 0.0965
H 1.939 2.189 0.450 0.3599 -0.0351 1.1224
H -0.350 3.916 1.827 -0.4198 0.0412 -1.2162
H -0.850 1.959 3.022 -0.4279 0.2429 0.0811
H 0.343 1.007 2.383 0.4002 -0.1089 -0.8062
H -1.060 1.551 1.339 0.4121 -0.1387 -0.1641
H 1.456 4.324 2.713 0.4281 0.1087 0.4575
C 1.837 -2.537 3.313 0.3452 0.0795 0.4442
C 2.026 -3.661 2.289 -1.3628 1.0527 0.3024
C 2.270 -5.071 2.769 1.0390 -0.2904 0.1237
O 0.784 -3.772 1.606 -0.2282 -0.3157 -0.8842
H 1.669 -2.936 4.313 -0.0888 0.2190 0.1132
H 1.003 -1.903 3.011 -0.2572 -0.2066 0.1255
H 2.665 -1.828 3.303 0.3474 -0.2626 0.2960
H 2.817 -3.265 1.651 0.1628 -0.5699 -0.5146
H 1.386 -5.710 2.763 -0.2311 0.4679 -0.0434
H 2.691 -5.112 3.774 0.1967 0.0449 -0.0254
H 2.971 -5.522 2.067 0.1299 -0.2837 0.2019
H 0.530 -2.906 1.280 -0.0202 0.1512 -0.1731
```
Forces are in eV/Å.

ΔE to the lowest compared entry with this formula, charge and spin	453.6	kJ/mol
charge	-1
multiplicity	1

(2)
Formula: C23H61N11O11Ta
Source: OMol25
Level of theory: ωB97M-V/def2-TZVPD

XYZ file:
```
107
Properties=species:S:1:pos:R:3:forces:R:3
N -0.895 -0.949 -0.253 0.2492 0.2780 -0.0015
C -0.698 0.354 0.282 1.6581 0.3139 0.5527
O 0.442 0.700 0.659 -2.1031 -0.4967 -0.6929
C -1.850 1.360 0.346 0.4244 0.5173 -0.1155
C -3.067 1.083 -0.551 0.4100 -0.2464 -0.0066
Ta -4.698 -0.396 0.053 0.6570 0.5128 -0.1482
H -1.446 -1.531 0.381 0.1306 0.0095 0.1081
H -1.421 -0.904 -1.125 -0.2632 -0.0453 0.1723
H -1.347 2.303 0.054 -0.2128 -0.1450 0.2237
H -2.137 1.492 1.408 0.1818 -0.2557 -0.4065
H -2.675 0.877 -1.568 -0.3535 0.0629 0.1596
H -3.640 2.028 -0.641 0.0436 -0.2612 0.0209
H -5.319 -0.564 -1.710 -0.0718 0.1684 0.0332
H -3.773 -1.970 -0.222 -0.5131 -0.1346 -0.1102
H -4.245 -0.201 1.848 -0.1187 0.1568 0.0952
H -6.071 0.849 0.221 -0.2102 -0.4964 -0.1394
H -6.027 -1.601 0.548 0.2060 0.0514 0.0774
O -1.476 -2.640 2.441 -0.0330 0.2720 -0.0133
C -0.899 -3.504 3.071 0.0475 0.0059 -0.1727
N -0.713 -4.746 2.566 -0.0201 -0.2347 0.2153
C -0.343 -3.255 4.454 0.0333 -0.1683 0.0742
H -0.214 -5.478 3.048 0.1234 0.0101 -0.0268
H -1.075 -4.932 1.647 -0.0052 -0.0303 -0.0116
H -1.153 -2.954 5.119 0.0048 0.0646 -0.0150
H 0.373 -2.436 4.394 -0.0390 0.0512 -0.0037
H 0.161 -4.132 4.862 0.0436 0.0164 0.0001
O 4.200 1.085 -3.216 0.0424 0.0315 -0.0463
C 3.510 0.721 -2.277 -0.0757 -0.0518 0.0436
N 2.533 1.520 -1.770 -0.0890 0.2301 0.2722
C 3.645 -0.639 -1.646 -0.0921 0.0760 0.0445
H 1.941 1.254 -0.997 -0.0516 -0.2179 -0.0041
H 2.383 2.410 -2.211 0.0034 0.0003 -0.0910
H 4.657 -0.767 -1.265 0.0242 0.0376 -0.0532
H 3.481 -1.372 -2.436 0.0455 -0.1026 0.0685
H 2.927 -0.801 -0.843 -0.0080 -0.0097 -0.0078
O 0.386 -7.068 0.643 0.0572 -0.1346 0.0794
C -0.169 -6.663 -0.358 -0.0686 0.2387 0.0057
N -1.212 -7.337 -0.919 0.0943 -0.0686 -0.0228
C 0.220 -5.368 -1.032 -0.1178 -0.0493 -0.0733
H -1.706 -6.989 -1.717 -0.0402 0.0680 -0.0256
H -1.519 -8.186 -0.479 -0.0240 -0.0076 0.0253
H 1.264 -5.419 -1.336 0.0084 -0.0155 0.0077
H 0.124 -4.549 -0.321 0.0303 0.0076 0.0133
H -0.405 -5.147 -1.895 0.0350 0.0672 -0.0492
O 1.872 6.801 -0.013 0.1254 -0.0527 0.0977
C 2.001 5.583 0.080 -0.0418 -0.1474 -0.0839
N 3.168 4.982 -0.242 0.0259 -0.0772 0.0288
C 0.869 4.681 0.502 0.1008 -0.0157 0.0154
H 3.273 3.982 -0.224 -0.0016 -0.0193 0.0327
H 3.959 5.543 -0.524 0.0592 -0.0143 0.0569
H 0.034 4.828 -0.182 -0.0208 0.0413 0.0013
H 0.539 4.980 1.495 -0.0244 0.0218 0.0012
H 1.133 3.625 0.521 -0.0030 -0.0139 0.0133
O -2.107 9.047 -1.833 -0.0912 0.0373 -0.0295
C -1.138 8.726 -1.170 0.0938 -0.0359 0.0029
N -0.056 8.110 -1.711 0.0494 0.0905 -0.0170
C -1.053 8.983 0.317 0.0484 -0.0115 0.0180
H 0.747 7.848 -1.159 -0.1068 -0.1235 0.0590
H -0.088 7.894 -2.691 -0.0806 0.0537 -0.0578
H -1.891 8.484 0.800 -0.0376 0.0171 -0.0020
H -1.154 10.054 0.490 -0.0334 0.0102 0.0032
H -0.122 8.628 0.756 0.0096 -0.0132 -0.0198
O -1.685 -1.709 7.415 -0.0493 -0.0707 0.0777
C -0.705 -0.992 7.414 0.0805 -0.0602 -0.0643
N -0.700 0.221 6.806 -0.1034 0.0259 0.0568
C 0.589 -1.411 8.077 0.0189 0.1088 -0.0239
H 0.110 0.809 6.782 0.0599 -0.0055 -0.0317
H -1.535 0.512 6.326 0.0028 -0.0119 -0.0632
H 0.929 -2.335 7.612 -0.0176 -0.0263 0.0038
H 0.393 -1.611 9.128 -0.0136 -0.0348 0.0036
H 1.376 -0.663 7.996 0.0113 0.0042 0.0001
O 5.230 6.930 -2.734 0.0698 0.0389 0.0438
C 4.236 7.218 -3.377 0.0372 -0.0917 0.0886
N 2.997 6.918 -2.922 0.0521 0.0403 -0.2609
C 4.320 7.920 -4.712 -0.0727 -0.0395 -0.0055
H 2.167 7.126 -3.439 -0.0227 0.0642 -0.0394
H 2.923 6.497 -2.014 -0.2050 0.0864 0.0457
H 4.914 7.308 -5.388 0.0286 0.0012 -0.0005
H 4.837 8.867 -4.572 0.0247 0.0031 0.0078
H 3.345 8.107 -5.158 -0.0075 0.0061 -0.0061
O -2.390 -1.924 -3.083 0.4233 -0.0907 0.0405
C -2.996 -1.514 -4.049 -0.4195 0.1470 0.0484
N -2.483 -0.549 -4.868 0.1499 -0.1462 -0.0344
C -4.379 -2.013 -4.383 0.0418 0.0030 -0.0708
H -2.998 -0.172 -5.639 -0.0826 0.0483 0.0156
H -1.584 -0.164 -4.637 0.0025 0.0538 0.0402
H -5.009 -1.811 -3.516 0.0057 0.0196 0.0106
H -4.338 -3.091 -4.532 0.0072 -0.0167 0.0189
H -4.808 -1.542 -5.268 -0.0030 0.0072 -0.0050
O 0.606 -6.978 4.788 -0.0072 0.0983 -0.0568
C -0.216 -7.300 5.626 -0.0185 -0.0589 0.0418
N -1.312 -6.548 5.885 0.0159 0.0997 -0.0956
C -0.067 -8.568 6.437 -0.0576 0.0368 0.0211
H -2.004 -6.799 6.563 -0.0002 -0.0554 0.0422
H -1.440 -5.704 5.351 -0.0798 0.0263 0.0145
H 0.876 -8.525 6.977 0.0244 -0.0034 -0.0128
H -0.024 -9.412 5.751 0.0213 -0.0042 -0.0165
H -0.880 -8.721 7.145 -0.0065 -0.0039 0.0081
O 2.890 -2.756 -4.105 -0.1053 -0.1766 -0.1141
C 2.331 -2.216 -5.041 0.1812 0.2780 0.1009
N 1.153 -2.667 -5.542 0.0674 -0.0822 -0.0475
C 2.910 -0.986 -5.700 -0.0887 -0.0292 -0.0429
H 0.675 -2.205 -6.290 -0.0239 0.0491 -0.0008
H 0.723 -3.457 -5.097 -0.1260 -0.0698 0.1013
H 3.900 -1.231 -6.080 0.0190 0.0056 0.0101
H 3.037 -0.210 -4.946 0.0530 -0.0050 -0.0078
H 2.294 -0.606 -6.515 -0.0019 0.0074 -0.0181
```
Forces are in eV/Å.

charge	-1
multiplicity	1

no.,gap between HOMO and LUMO (Eh),E_HOMO (eV),strongest force on any atom (eV Å⁻¹)
1,0.317,-7.1,8.22
2,0.261,-5.1,2.27